<P>
{
  "formula": "C27H44N6O3",
  "method": "wB97M-V/def2-TZVPD",
  "species": ["C", "O", "C", "C", "N", "H", "H", "C", "C", "O", "C", "H", "H", "H", "H", "H", "H", "H", "H", "H", "H", "H", "H", "H", "H", "C", "O", "H", "H", "H", "N", "C", "C", "C", "C", "H", "H", "H", "H", "H", "N", "C", "C", "C", "C", "H", "H", "H", "H", "H", "N", "C", "C", "C", "C", "H", "H", "H", "H", "H", "N", "C", "C", "C", "C", "H", "H", "H", "H", "H", "N", "C", "C", "C", "C", "H", "H", "H", "H", "H"],
  "xyz": [[0.943, -1.899, -4.592], [-0.188, -2.390, -3.898], [-0.017, -2.273, -2.482], [-1.209, -2.918, -1.893], [-1.405, -2.642, -0.386], [-1.066, -1.614, -0.426], [-2.359, -2.664, -0.140], [-0.536, -3.542, 0.534], [-0.545, -3.066, 2.013], [0.139, -4.157, 2.714], [0.130, -3.964, 4.180], [0.659, -1.718, -5.604], [1.876, -2.343, -4.465], [0.922, -0.951, -4.038], [0.156, -1.200, -2.211], [0.836, -2.900, -2.113], [-1.432, -3.954, -2.030], [-2.173, -2.483, -2.245], [0.400, -3.758, 0.129], [-0.938, -4.472, 0.733], [-1.379, -2.781, 2.462], [0.237, -2.354, 2.218], [-0.904, -3.706, 4.498], [0.827, -3.246, 4.519], [0.461, -4.795, 4.433], [-0.442, 0.209, 0.339], [-1.828, -0.016, 0.398], [-0.063, 0.636, -0.653], [0.118, -0.477, 0.615], [-0.305, 0.993, 1.090], [-2.932, 0.656, -1.966], [-4.241, 1.014, -2.149], [-4.346, 1.040, -3.541], [-3.025, 0.823, -4.170], [-2.074, 0.627, -3.083], [-2.428, 0.443, -1.073], [-5.032, 1.192, -1.364], [-5.147, 1.251, -4.090], [-2.548, 0.832, -5.140], [-1.042, 0.622, -3.020], [-1.932, 3.521, -2.219], [-0.966, 3.632, -1.245], [-0.165, 4.639, -1.466], [-0.758, 5.365, -2.726], [-1.898, 4.626, -3.078], [-2.295, 2.743, -2.437], [-0.730, 2.684, -0.549], [0.584, 5.177, -0.701], [-0.592, 6.322, -3.170], [-2.572, 4.775, -3.980], [-1.800, -0.161, 3.096], [-2.502, -0.954, 3.912], [-1.907, -1.059, 5.155], [-0.757, -0.051, 5.138], [-0.561, 0.290, 3.871], [-1.857, -0.045, 2.164], [-3.329, -1.466, 3.420], [-2.440, -1.598, 5.882], [-0.115, 0.250, 6.274], [0.270, 0.789, 3.416], [4.606, -1.718, -2.185], [3.535, -1.027, -2.364], [2.992, -0.818, -1.188], [3.865, -1.239, -0.142], [4.857, -2.002, -0.851], [5.345, -2.169, -2.693], [3.261, -0.878, -3.511], [1.930, -0.431, -1.245], [3.822, -1.108, 1.096], [5.735, -2.450, -0.516], [3.443, 4.250, 3.610], [2.012, 4.290, 3.533], [1.643, 3.408, 2.546], [2.938, 2.758, 2.060], [3.936, 3.360, 2.696], [4.158, 4.651, 4.201], [1.742, 4.937, 4.084], [0.543, 3.147, 2.220], [2.945, 2.189, 1.153], [4.917, 3.315, 2.633]],
  "e_homo_ha": -0.2866,
  "multiplicity": 1,
  "charge": 0,
  "lumo_energy_ha": 0.007
}



<Q>
{
  "formula": "C27H44N6O3",
  "method": "wB97M-V/def2-TZVPD",
  "species": ["C", "O", "C", "C", "N", "H", "H", "C", "C", "O", "C", "H", "H", "H", "H", "H", "H", "H", "H", "H", "H", "H", "H", "H", "H", "C", "O", "H", "H", "H", "N", "C", "C", "C", "C", "H", "H", "H", "H", "H", "N", "C", "C", "C", "C", "H", "H", "H", "H", "H", "N", "C", "C", "C", "C", "H", "H", "H", "H", "H", "N", "C", "C", "C", "C", "H", "H", "H", "H", "H", "N", "C", "C", "C", "C", "H", "H", "H", "H", "H"],
  "xyz": [[-36.387, -15.860, -2.709], [-37.557, -15.365, -3.385], [-37.763, -13.997, -3.407], [-39.234, -13.656, -3.065], [-39.510, -12.192, -2.679], [-38.860, -11.715, -1.886], [-39.396, -11.522, -3.430], [-40.963, -12.211, -2.191], [-41.346, -10.793, -1.828], [-42.772, -10.904, -1.543], [-43.433, -9.668, -1.406], [-36.320, -15.417, -1.755], [-35.484, -15.559, -3.024], [-36.642, -16.984, -2.690], [-36.983, -13.555, -4.381], [-37.140, -13.466, -2.646], [-39.726, -14.234, -2.280], [-39.779, -13.858, -4.034], [-41.021, -12.828, -1.326], [-41.565, -12.760, -3.045], [-41.182, -10.061, -2.609], [-40.917, -10.401, -0.938], [-43.149, -9.201, -0.416], [-44.572, -9.807, -1.309], [-43.473, -9.070, -2.329], [-37.751, -12.028, 0.056], [-38.151, -10.930, -0.833], [-38.247, -12.938, -0.270], [-38.093, -12.017, 1.012], [-36.702, -12.064, 0.093], [-35.822, -10.673, -2.089], [-35.324, -9.563, -2.766], [-34.050, -9.905, -3.238], [-33.864, -11.351, -2.823], [-34.992, -11.725, -2.056], [-36.807, -10.747, -1.478], [-35.817, -8.548, -2.814], [-33.540, -9.081, -3.714], [-33.290, -11.996, -3.087], [-34.957, -12.617, -1.613], [-38.713, -8.439, -0.298], [-38.689, -7.623, -1.340], [-39.232, -6.473, -1.008], [-39.546, -6.569, 0.482], [-39.335, -7.867, 0.858], [-38.460, -9.484, -0.343], [-38.318, -7.961, -2.409], [-39.325, -5.534, -1.550], [-40.131, -5.912, 1.306], [-39.616, -8.487, 1.751], [-39.591, -10.798, 3.094], [-40.528, -10.967, 2.034], [-41.702, -10.415, 2.473], [-41.501, -9.926, 3.785], [-40.172, -10.165, 4.184], [-38.472, -11.118, 3.012], [-40.272, -11.693, 1.194], [-42.597, -10.547, 1.901], [-42.232, -9.405, 4.659], [-39.547, -9.793, 4.862], [-40.449, -15.702, 2.457], [-40.723, -16.964, 2.047], [-39.617, -17.244, 1.117], [-38.978, -15.914, 0.860], [-39.493, -14.978, 1.660], [-40.952, -15.250, 3.250], [-41.450, -17.524, 2.571], [-39.343, -18.233, 0.599], [-37.986, -15.664, 0.243], [-39.212, -13.930, 2.138], [-36.036, -10.565, 4.238], [-36.104, -11.539, 3.231], [-36.494, -12.762, 3.885], [-36.758, -12.365, 5.332], [-36.318, -11.092, 5.512], [-36.150, -9.748, 3.965], [-35.964, -11.535, 2.192], [-36.603, -13.834, 3.564], [-36.789, -13.196, 6.015], [-36.349, -10.612, 6.546]],
  "e_homo_ha": -0.2844,
  "multiplicity": 1,
  "charge": 0,
  "lumo_energy_ha": 0.011
}



Verdict on stability: <P> comes out at the bottom.



<P>
{
  "formula": "C3H10N2",
  "method": "wB97M-V/def2-TZVPD",
  "species": ["C", "N", "H", "H", "H", "C", "N", "C", "H", "H", "H", "H", "H", "H", "H"],
  "xyz": [[-2.337, -0.323, 0.344], [-2.354, 0.794, -0.240], [-2.383, -0.354, 1.380], [-2.288, -1.291, -0.223], [-2.854, 1.531, 0.183], [0.600, 0.576, -0.625], [2.008, 0.200, -0.254], [1.903, -1.026, 0.673], [0.585, 1.126, -1.578], [0.145, 1.138, 0.227], [-0.008, -0.347, -0.568], [2.341, -0.253, -1.117], [1.233, -0.804, 1.455], [1.755, -2.002, 0.155], [2.897, -1.059, 1.188]],
  "e_homo_ha": -0.3332,
  "multiplicity": 1,
  "charge": 0,
  "lumo_energy_ha": 0.037,
  "smiles": "C=N.CNC"
}



<Q>
{
  "formula": "C3H10N2",
  "method": "wB97M-V/def2-TZVPD",
  "species": ["C", "N", "C", "C", "N", "H", "H", "H", "H", "H", "H", "H", "H", "H", "H"],
  "xyz": [[1.106, 1.499, -1.058], [0.745, 1.088, 0.295], [0.347, -0.328, 0.399], [-1.095, -0.494, -0.073], [-1.458, -1.914, -0.285], [0.304, 1.320, -1.778], [1.379, 2.562, -1.015], [1.961, 0.925, -1.355], [1.524, 1.247, 0.906], [1.026, -0.924, -0.251], [0.431, -0.738, 1.443], [-1.741, -0.015, 0.669], [-1.247, 0.014, -1.044], [-1.438, -2.450, 0.561], [-0.866, -2.381, -0.987]],
  "e_homo_ha": -0.3215,
  "multiplicity": 1,
  "charge": 0,
  "lumo_energy_ha": 0.043,
  "smiles": "CNCCN"
}



<R>
{
  "formula": "C3H10N2",
  "method": "wB97M-V/def2-TZVPD",
  "species": ["C", "C", "N", "H", "H", "H", "H", "H", "C", "N", "H", "H", "H", "H", "H"],
  "xyz": [[-2.197, 0.185, 0.155], [-1.903, -0.846, 0.966], [-0.869, -1.764, 1.015], [-1.411, 0.517, -0.545], [-3.195, 0.490, -0.090], [-2.761, -1.382, 1.507], [-1.252, -2.697, 0.903], [-0.145, -1.586, 0.335], [2.142, 1.238, -0.104], [1.975, 0.526, -1.359], [1.239, 1.342, 0.384], [2.767, 0.725, 0.602], [2.485, 2.185, -0.378], [1.240, -0.100, -1.189], [1.885, 1.166, -2.202]],
  "e_homo_ha": -0.3158,
  "multiplicity": 1,
  "charge": 0,
  "lumo_energy_ha": 0.036,
  "smiles": "C=CN.CN"
}



<S>
{
  "formula": "C3H10N2",
  "method": "wB97M-V/def2-TZVPD",
  "species": ["C", "C", "C", "N", "N", "H", "H", "H", "H", "H", "H", "H", "H", "H", "H"],
  "xyz": [[-3.076, -0.576, 0.206], [1.570, 0.661, 1.089], [0.800, 0.330, -1.172], [2.793, -0.571, -0.435], [1.712, 0.091, -0.286], [-2.749, -0.299, -0.777], [-2.339, -0.244, 0.892], [-3.300, -1.598, 0.172], [0.616, 1.211, 1.207], [1.751, -0.215, 1.642], [2.405, 1.297, 1.532], [0.911, -0.031, -2.201], [-0.057, 0.788, -0.838], [-3.982, 0.024, 0.336], [2.944, -0.869, -1.369]],
  "e_homo_ha": -0.2842,
  "multiplicity": 1,
  "charge": 0,
  "lumo_energy_ha": 0.033
}



Verdict on stability: <S> comes out at the bottom.



<P>
{
  "formula": "C2H6O",
  "method": "wB97M-V/def2-TZVPD",
  "species": ["C", "C", "H", "H", "H", "H", "O", "H", "H"],
  "xyz": [[-0.995, -0.238, 0.179], [-0.388, -0.341, 1.349], [-1.015, 0.585, -0.527], [-1.447, -1.101, -0.312], [-0.025, 0.533, 1.868], [-0.298, -1.346, 1.741], [1.517, 0.981, -1.462], [1.531, 0.457, -0.672], [1.119, 0.471, -2.164]],
  "e_homo_ha": -0.3815,
  "multiplicity": 1,
  "charge": 0,
  "lumo_energy_ha": 0.040,
  "smiles": "C=C.O"
}



<Q>
{
  "formula": "C2H6O",
  "method": "wB97M-V/def2-TZVPD",
  "species": ["C", "C", "H", "H", "H", "H", "O", "H", "H"],
  "xyz": [[1.311, 0.647, -0.241], [1.141, -0.661, -0.166], [2.276, 1.097, -0.042], [0.502, 1.327, -0.480], [1.990, -1.283, 0.103], [0.198, -1.150, -0.366], [-2.216, 0.136, 0.126], [-2.936, -0.496, 0.012], [-2.266, 0.383, 1.054]],
  "e_homo_ha": -0.3644,
  "multiplicity": 1,
  "charge": 0,
  "lumo_energy_ha": 0.033,
  "smiles": "C=C.O"
}



Verdict on stability: <P> comes out at the bottom.